No. 1
Density functional theory data (ωB97M-V/def2-TZVPD) for one molecule with the formula C18H22N8O3.

The geometry in XYZ format:
```
51
Properties=species:S:1:pos:R:3:nbo_charge:R:1
C -1.5668 1.3088 2.1201 -0.625
C -1.6454 -0.2124 2.1753 0.085
C -2.3215 -0.6901 3.4751 -0.063
O -2.0128 0.0538 4.6212 -0.731
C -2.5111 -0.7467 1.0213 -0.221
N -1.8797 -0.6163 -0.2739 -0.632
C -2.4216 0.1047 -1.2843 0.661
O -3.4058 0.8147 -1.1912 -0.620
C -1.6498 -0.0171 -2.5665 -0.001
C -2.0542 0.6811 -3.6458 0.041
N -1.2964 0.5619 -4.7849 -0.331
C -1.3648 1.0911 -6.0379 0.128
N -0.3615 0.6593 -6.7572 -0.235
N 0.3994 -0.1701 -5.9980 -0.256
C -0.1640 -0.2275 -4.8133 0.234
C 0.1842 -0.9306 -3.6211 0.097
N -0.5360 -0.8293 -2.5533 -0.425
N -0.3060 -0.7979 1.9976 -0.637
C 0.6818 -0.8760 2.9093 0.707
O 0.5756 -0.5731 4.0905 -0.662
C 2.0014 -1.4499 2.3911 -0.526
C 2.2448 -1.3440 0.9255 0.080
C 2.0286 -2.2203 -0.1022 -0.092
N 2.3976 -1.6661 -1.3039 -0.469
C 2.8302 -0.4699 -1.0061 0.183
N 2.7510 -0.2071 0.3261 -0.349
C 3.2382 0.9655 0.9944 -0.068
C 2.8838 2.3058 0.4279 -0.414
C 2.2638 1.8469 1.7162 -0.421
H -2.5519 1.7431 2.2923 0.228
H -0.8974 1.6846 2.8924 0.228
H -1.2117 1.6331 1.1393 0.209
H -3.4006 -0.5953 3.3309 0.184
H -2.0975 -1.7572 3.6050 0.168
H -1.0548 -0.0504 4.7547 0.499
H -2.7444 -1.7996 1.2058 0.203
H -3.4433 -0.1860 0.9883 0.244
H -1.1628 -1.2648 -0.5713 0.425
H -2.9245 1.3191 -3.6491 0.251
H -2.1391 1.7639 -6.3639 0.216
H 1.0721 -1.5520 -3.5920 0.242
H -0.0032 -0.9458 1.0460 0.411
H 2.7895 -0.9680 2.9694 0.250
H 2.0065 -2.5038 2.6769 0.257
H 1.6396 -3.2244 -0.0364 0.211
H 3.2149 0.2576 -1.7037 0.202
H 4.2244 0.8475 1.4256 0.218
H 3.6417 3.0745 0.4572 0.228
H 2.2489 2.3194 -0.4470 0.225
H 1.2227 1.5597 1.6839 0.232
H 2.5879 2.2955 2.6439 0.232
```

Results
SMILES string	C[C@@](CO)(CNC(=O)c1cn2cnnc2cn1)NC(=O)Cc1cncn1C1CC1
relative energy (zero: lowest compared OMol25 entry of this formula, charge and spin)	24.9	kJ/mol
HOMO-LUMO gap	8.90	eV
total energy	-37086.4672	eV

No. 2
Density functional theory data (ωB97M-V/def2-TZVPD) for an isolated ion of composition C2H6N2O and charge +1.

The geometry in XYZ format:
```
11
Properties=species:S:1:pos:R:3:mulliken_spin:R:1
N -0.4508 0.2312 -1.4078 0.744
C -0.0729 -0.6691 -0.4012 0.070
C 0.2902 -0.2703 1.0094 0.030
N 0.9053 0.9220 1.1706 0.010
O -0.1731 -0.9279 1.9092 0.041
H -1.3349 0.7383 -1.2785 -0.009
H -0.4817 -0.1021 -2.3779 -0.018
H 0.5421 -1.5290 -0.6930 0.013
H -1.0818 -1.2181 -0.3137 0.116
H 1.1701 1.4251 0.3418 0.001
H 0.6874 1.4000 2.0410 0.001
```

Results
relative energy (zero: lowest compared OMol25 entry of this formula, charge and spin)	93.7	kJ/mol
HOMO-LUMO gap (spin up / spin down)	11.02 / 5.66	eV
<S²>	0.755
spin multiplicity	2
total charge	+1
total energy	-7189.3411	eV

No. 3
Density functional theory data (ωB97M-V/def2-TZVPD) for one molecule with the formula C3H3NO3.

The geometry in XYZ format:
```
10
Properties=species:S:1:pos:R:3:nbo_charge:R:1
H -1.1683 1.5296 -1.0158 0.357
N -0.3070 1.1382 -0.6401 -0.638
C -0.5205 0.0309 -0.0676 0.441
C -1.8746 -0.6285 0.0527 0.358
O -2.0525 -1.7342 0.4835 -0.439
O 0.4781 -0.6540 0.5220 -0.493
C 1.7559 -0.2526 0.1567 0.654
O 2.6254 -0.1601 0.9592 -0.495
H -2.6968 0.0190 -0.3138 0.120
H 1.8526 -0.0959 -0.9241 0.136
```

Results
SMILES string	[H]/N=C(\C=O)OC=O
relative energy (zero: lowest compared OMol25 entry of this formula, charge and spin)	162.5	kJ/mol
HOMO-LUMO gap	10.10	eV
total energy	-10791.0168	eV

No. 4
Density functional theory data (ωB97M-V/def2-TZVPD) for C34H53CoN4OP2S as an isolated structure.

The geometry in XYZ format:
```
96
Properties=species:S:1:pos:R:3:mulliken_spin:R:1
C -2.1950 -1.2877 -1.2824 -0.062
C -2.9538 0.4298 0.2264 0.002
C -3.4946 -1.6383 -1.6348 0.199
C -4.3026 0.1345 -0.1910 0.212
C -4.5640 -0.8801 -1.0843 -0.062
H -3.6724 -2.4528 -2.3415 0.002
H -5.1155 0.7175 0.2521 0.002
H -5.5975 -1.1069 -1.3698 0.001
N -1.9150 -0.2700 -0.4127 0.186
P 0.3266 -0.7191 -2.1875 -0.003
P -1.0374 1.2821 1.9676 0.062
C -1.0070 -1.9962 -1.9043 0.003
H -0.5829 -2.7289 -1.1965 0.014
H -1.3050 -2.5427 -2.8130 -0.009
C 1.9919 0.6822 0.5556 -0.031
O 3.1017 0.8475 0.9101 -0.035
C -2.6617 1.3420 1.2474 0.459
H -3.5030 1.8127 1.7678 -0.061
C -1.1718 0.0936 3.4980 0.041
C -0.6350 3.0314 2.6280 0.036
C 1.9309 -1.6585 -2.6378 -0.001
C -0.3601 0.2228 -3.7218 0.020
C 0.2371 -0.3805 3.9133 0.006
H 0.7808 0.4042 4.4623 0.000
H 0.1543 -1.2596 4.5813 0.001
H 0.8490 -0.6604 3.0428 -0.001
C -1.8939 0.6789 4.7260 0.008
H -1.3192 1.4795 5.2188 0.002
H -2.8926 1.0671 4.4616 -0.003
H -2.0386 -0.1280 5.4706 0.000
C -2.0373 -1.0901 3.0029 0.043
H -1.9183 -1.9455 3.6951 0.001
H -3.1013 -0.8053 2.9770 -0.003
H -1.7695 -1.4192 1.9893 -0.018
C 0.5813 2.9770 3.5721 0.001
H 1.4306 2.4562 3.0961 0.001
H 0.9044 4.0085 3.8068 0.000
H 0.3532 2.4772 4.5271 0.000
C -0.2748 3.9267 1.4311 0.015
H 0.6909 3.6391 0.9910 0.002
H -1.0506 3.8871 0.6491 0.003
H -0.1902 4.9727 1.7818 0.000
C -1.8574 3.6674 3.3235 -0.003
H -2.2033 3.1042 4.2010 0.002
H -1.5815 4.6836 3.6633 0.000
H -2.6980 3.7687 2.6169 -0.001
C 0.7276 1.1676 -4.2729 0.010
H 0.2730 1.8223 -5.0394 0.000
H 1.1511 1.8150 -3.4894 -0.002
H 1.5455 0.6102 -4.7585 0.000
C -1.5983 1.0521 -3.2994 -0.003
H -2.4573 0.4053 -3.0646 0.008
H -1.4134 1.7030 -2.4366 -0.007
H -1.8792 1.6923 -4.1564 0.001
C -0.8389 -0.7253 -4.8433 0.001
H -1.2394 -0.1047 -5.6666 0.000
H -0.0392 -1.3524 -5.2608 0.000
H -1.6610 -1.3764 -4.5026 0.000
C 2.2094 -2.6517 -1.4899 0.003
H 1.4303 -3.4279 -1.3993 0.000
H 3.1676 -3.1632 -1.6963 0.000
H 2.3025 -2.1235 -0.5288 0.001
C 3.0935 -0.6409 -2.6521 0.003
H 3.1309 -0.0733 -1.7084 0.002
H 4.0466 -1.1910 -2.7630 0.001
H 3.0190 0.0735 -3.4850 0.000
C 1.8773 -2.4323 -3.9668 0.001
H 1.0117 -3.1154 -4.0169 0.000
H 1.8453 -1.7579 -4.8370 0.001
H 2.7934 -3.0454 -4.0599 0.000
Co 0.1715 0.3439 0.0236 1.867
N 0.2985 -1.5531 0.8599 0.075
C 0.3440 -2.6426 1.3008 -0.055
C 0.3414 -3.9510 1.8458 -0.010
C 1.5539 -4.6635 2.0234 -0.008
C -0.8913 -4.5482 2.2164 -0.006
C 1.5245 -5.9513 2.5638 0.002
H 2.5001 -4.1957 1.7375 -0.001
C -0.8991 -5.8373 2.7537 0.002
H -1.8213 -3.9884 2.0813 -0.001
C 0.3036 -6.5415 2.9290 -0.004
H 2.4617 -6.4997 2.7020 0.000
H -1.8507 -6.2960 3.0406 0.000
H 0.2892 -7.5510 3.3522 0.000
S 0.2267 2.4352 -1.0792 0.029
C 1.7022 3.2058 -1.1024 0.038
N 1.8218 4.5837 -0.8237 0.013
C 3.1716 4.9929 -1.0915 0.000
C 3.7027 3.9126 -2.0363 0.001
N 2.8545 2.7752 -1.7793 0.010
H 1.0188 5.2248 -0.7430 0.000
H 3.7193 4.9000 -0.1274 0.001
H 3.2703 6.0312 -1.4736 0.000
H 4.7824 3.7086 -1.8716 0.000
H 3.5283 4.2143 -3.0920 0.000
H 2.9454 1.9071 -2.2927 -0.002
```

Results
HOMO-LUMO gap (spin up / spin down)	6.78 / 5.68	eV
<S²>	3.856
spin multiplicity	4
total charge	+1
total energy	-111160.6132	eV

No. 5
Density functional theory data (ωB97M-V/def2-TZVPD) for a 2-piece molecular cluster, C2N3O5S overall.

The geometry in XYZ format:
```
11
Properties=species:S:1:pos:R:3:nbo_charge:R:1
C -1.5080 -1.7305 -0.4133 0.579
C 0.8780 -0.6282 -1.7437 1.017
N -2.0196 -2.6859 -0.8513 -0.512
N 0.1455 -0.0450 0.0431 -0.581
N 0.4657 1.8141 1.8483 0.389
O -0.1219 -0.8105 -2.2762 -0.593
O 2.0353 -0.5894 -1.6833 -0.592
O 1.0305 0.9369 2.3709 -0.349
O 0.3034 2.9694 2.1888 -0.451
O -1.1224 -0.7707 0.3164 -0.428
S -0.0864 1.5398 0.2002 0.520
```

Results
relative energy (zero: lowest compared OMol25 entry of this formula, charge and spin)	21.3	kJ/mol
HOMO-LUMO gap	8.85	eV
total charge	-1
total energy	-27613.3527	eV

No. 6
Density functional theory data (ωB97M-V/def2-TZVPD) for a 12-piece molecular cluster, C42H66F6O24 overall.

The geometry in XYZ format:
```
138
Properties=species:S:1:pos:R:3:mulliken_charge:R:1
O -6.5007 8.4137 14.7118 -0.280
C -6.8480 7.2734 14.8027 0.383
O -7.2109 6.5221 13.8037 -0.462
C -7.5499 5.1688 14.2285 -0.550
C -7.3390 5.2148 15.7204 0.490
F -6.4968 4.1943 16.1980 -0.376
O -6.8399 6.5246 15.9426 0.080
H -8.5778 4.9183 13.9909 0.256
H -6.8729 4.5111 13.7106 0.359
H -8.2243 5.0584 16.3303 0.098
O -9.5467 7.2543 15.4200 -0.505
C -10.1763 7.5848 16.3999 0.255
O -9.7011 7.5789 17.6531 -0.114
C -10.6620 8.2449 18.5255 0.960
C -11.7817 8.5937 17.5842 0.035
F -11.9939 9.9165 17.6145 0.003
O -11.3621 8.1727 16.3151 -0.364
H -11.0210 7.4942 19.2503 0.374
H -10.2042 9.0018 19.1402 -1.141
H -12.7358 8.1200 17.8069 0.299
O -5.2220 12.8669 18.0125 -0.477
C -6.0535 12.8094 18.8501 0.487
O -5.9621 12.1352 20.0340 -0.432
C -7.0761 12.4925 20.8044 0.942
C -7.7197 13.6609 20.0557 1.014
F -7.4655 14.8819 20.6238 -0.443
O -7.2019 13.5334 18.7598 -0.004
H -7.7612 11.6834 20.7915 -1.011
H -6.8595 12.7593 21.8313 0.574
H -8.8180 13.5830 19.9404 -0.684
O -10.2933 14.5175 13.4356 -0.441
C -9.1501 14.7189 13.4619 0.428
O -8.4910 15.8692 13.4157 -0.348
C -7.1351 15.6768 13.6577 -0.684
C -7.0204 14.2448 14.2413 0.383
F -6.9564 14.2655 15.5661 -0.311
O -8.2646 13.6921 13.8346 -0.133
H -6.5876 15.7154 12.7523 0.430
H -6.7835 16.4329 14.3366 0.325
H -6.2483 13.5868 13.8109 0.341
O -9.7310 11.7178 18.4504 0.684
C -8.8935 11.1666 17.8120 -1.142
O -8.4453 11.5561 16.6358 0.025
C -7.3139 10.8390 16.2376 0.409
C -7.1560 9.8169 17.4002 1.053
F -5.9490 9.8598 18.0209 -0.030
O -8.1890 10.1475 18.3068 0.908
H -7.6086 10.2850 15.3255 -0.371
H -6.4415 11.4726 16.0334 -0.184
H -7.2802 8.8133 17.0259 -0.870
O -8.4033 17.2367 15.9673 -0.566
C -9.1696 16.6617 16.6456 0.468
O -8.9195 16.1981 17.8631 -0.411
C -10.0148 15.3811 18.2593 0.629
C -11.1472 15.8636 17.3857 0.949
F -11.7740 16.9124 18.0253 -0.411
O -10.4426 16.3777 16.2816 -0.382
H -9.8219 14.3348 18.0449 -0.672
H -10.1663 15.5356 19.3124 0.518
H -11.8549 15.1438 17.0410 -0.044
C -9.5731 9.8901 21.6798 1.955
C -9.0596 10.7238 22.8879 -0.935
C -9.7786 10.0949 24.0744 -0.583
O -10.7071 9.1504 23.5766 -0.523
C -10.9134 9.4272 22.1547 -0.244
H -8.7797 9.1333 21.6283 -0.455
H -9.6970 10.5396 20.7801 -0.916
H -9.3680 11.7312 22.8909 0.300
H -7.9685 10.8073 22.9295 0.343
H -10.1252 10.9032 24.7270 0.301
H -9.0385 9.6027 24.7101 0.332
H -11.6172 10.2128 22.1758 0.075
H -11.3247 8.5186 21.7781 0.266
C -4.9862 7.3060 20.3369 -0.464
C -5.6706 6.2530 19.3937 0.171
C -7.1674 6.2713 19.8894 -0.685
O -7.3805 7.6647 20.1355 -0.167
C -6.2502 8.1796 20.7746 0.124
H -4.3273 8.0116 19.8294 -0.129
H -4.4734 6.9092 21.1996 0.342
H -5.2585 5.2122 19.4095 0.515
H -5.6426 6.6411 18.3766 -0.390
H -7.2947 5.6667 20.8046 0.342
H -7.9118 5.9868 19.1550 0.189
H -6.3540 8.1112 21.8744 0.430
H -6.2488 9.2175 20.4232 -0.238
C -14.2635 13.3971 20.8919 -0.884
C -13.1336 12.2409 20.8386 -0.456
C -11.9291 12.9811 20.1458 1.172
O -12.1801 14.3878 20.1180 -0.403
C -13.5907 14.5324 20.0454 -0.369
H -14.3978 13.6063 21.9493 0.321
H -15.1476 12.9396 20.4786 0.350
H -13.4834 11.3937 20.2280 0.210
H -12.8170 11.9616 21.8392 0.293
H -11.7760 12.6873 19.1151 -0.786
H -11.0027 12.8359 20.6953 -0.004
H -13.9187 14.4485 18.9942 0.023
H -13.8139 15.5110 20.4481 0.498
C -13.7866 11.4120 15.3362 -0.575
C -12.6952 12.1757 14.5688 -0.309
C -11.8380 12.6651 15.7711 0.754
O -12.7277 12.8648 16.8755 0.013
C -13.9820 12.2600 16.6503 -0.512
H -13.4021 10.3905 15.5076 -0.087
H -14.7040 11.3118 14.7759 0.579
H -13.0152 13.0591 14.0258 0.531
H -12.1594 11.4772 13.9149 -0.038
H -11.3254 13.6332 15.6074 -0.456
H -11.0724 11.9343 16.0035 -0.659
H -14.6958 13.1103 16.6190 0.437
H -14.2511 11.6328 17.5415 0.122
C -8.7674 10.1863 12.4141 0.367
C -9.4326 11.4175 11.6205 -0.137
C -10.6653 10.8631 10.9823 -0.435
O -10.5008 9.4186 10.8849 -0.473
C -9.1618 9.1282 11.3842 -0.544
H -9.2459 10.0722 13.3899 -0.336
H -7.7082 10.3312 12.5074 0.397
H -8.7706 11.7178 10.8375 0.551
H -9.6221 12.2954 12.2311 -0.476
H -10.7894 11.1990 9.9362 0.277
H -11.5157 11.0604 11.6293 0.251
H -8.5193 9.2892 10.5454 0.375
H -9.2002 8.0997 11.7430 0.202
C -3.2775 8.5968 16.6500 0.317
C -2.6052 9.7187 17.5942 -0.550
C -2.8175 10.9601 16.6996 0.191
O -2.4771 10.4680 15.3632 -0.546
C -3.1571 9.1996 15.2154 -0.308
H -4.2997 8.4271 16.9822 -0.576
H -2.7096 7.6392 16.7446 0.468
H -1.5209 9.5453 17.7194 0.388
H -3.1849 9.7605 18.5459 0.136
H -2.2350 11.8810 16.8673 0.366
H -3.9208 11.1326 16.6756 -0.290
H -2.6487 8.5574 14.4848 0.375
H -4.1733 9.4378 14.8611 -0.033
```

Results
SMILES string	O=C1OC[C@@H](F)O1.O=C1OC[C@@H](F)O1.O=C1OC[C@@H](F)O1.O=C1OC[C@@H](F)O1.O=C1OC[C@@H](F)O1.O=C1OC[C@@H](F)O1.C1CCOC1.C1CCOC1.C1CCOC1.C1CCOC1.C1CCOC1.C1CCOC1
relative energy (zero: lowest compared OMol25 entry of this formula, charge and spin)	0.0	kJ/mol
HOMO-LUMO gap	9.23	eV
total energy	-110066.9796	eV

No. 7
Density functional theory data (ωB97M-V/def2-TZVPD) for a 6-piece molecular cluster, C10H32O6 overall.

The geometry in XYZ format:
```
48
Properties=species:S:1:pos:R:3:nbo_charge:R:1
C 1.0414 -1.2542 -1.8863 -0.640
C 2.1597 -2.0986 -2.4806 -0.067
O 1.5248 -3.0759 -3.3142 -0.736
H 1.5395 -0.5113 -1.2633 0.210
H 0.3872 -1.8350 -1.2361 0.211
H 0.3986 -0.7710 -2.6220 0.223
H 2.7010 -2.5809 -1.6667 0.153
H 2.7838 -1.4480 -3.0932 0.157
H 2.1568 -3.5154 -3.8879 0.463
C -3.4202 0.5740 -0.5331 -0.676
C -2.8708 0.5301 0.8779 -0.122
O -1.6584 1.2573 0.9360 -0.729
H -3.6686 1.5491 -0.9522 0.234
H -4.4139 0.1267 -0.5583 0.227
H -2.8099 -0.0259 -1.2082 0.254
H -2.7090 -0.4934 1.2160 0.186
H -3.5833 0.9498 1.5880 0.196
H -1.4477 1.3829 1.8642 0.506
C 0.1801 -0.5550 1.7079 -0.678
C -0.6016 -1.3902 2.7843 -0.055
O -0.7970 -0.5770 3.8729 -0.728
H -0.4352 0.2143 1.2413 0.241
H 0.6396 -1.1933 0.9532 0.220
H 0.9655 -0.0355 2.2567 0.206
H -0.0633 -2.3087 3.0180 0.159
H -1.6006 -1.5656 2.3851 0.139
H -1.2133 -1.1286 4.5392 0.469
C 2.7242 -0.0672 0.1373 -0.653
C 3.5067 -1.2293 0.8336 -0.061
O 4.7796 -1.0899 0.3071 -0.713
H 2.8243 -0.0062 -0.9464 0.208
H 3.1142 0.8870 0.4915 0.213
H 1.6418 -0.1622 0.2243 0.242
H 3.1016 -2.1649 0.4479 0.145
H 3.4001 -1.3062 1.9157 0.163
H 5.3219 -1.8178 0.6196 0.465
C 0.0368 1.0695 -0.5994 -0.252
O -0.9004 0.0817 -0.9470 -0.789
H 0.9832 0.9746 -1.1317 0.179
H -0.4057 2.0650 -0.6326 0.185
H 0.3582 0.8974 0.4279 0.166
H -1.6430 0.2069 -0.3516 0.499
C -2.4025 3.2240 -0.9864 -0.299
O -1.6295 4.4371 -0.8961 -0.734
H -3.4726 3.4308 -1.0014 0.153
H -2.2182 2.7198 -1.9350 0.186
H -2.1968 2.5532 -0.1522 0.210
H -2.1093 5.0756 -0.3635 0.464
```

Results
SMILES string	CCO.CCO.CCO.CCO.CO.CO
relative energy (zero: lowest compared OMol25 entry of this formula, charge and spin)	705.2	kJ/mol
HOMO-LUMO gap	9.98	eV
total energy	-23166.0478	eV

No. 8
Density functional theory data (ωB97M-V/def2-TZVPD) for one molecule with the formula C3H2N4O.

The geometry in XYZ format:
```
10
Properties=species:S:1:pos:R:3:nbo_charge:R:1
O -0.0405 -2.1838 1.1439 -0.486
C -0.4600 -1.3295 0.4422 0.713
N -0.4165 -1.1390 -0.9638 -0.463
C 0.2295 -0.0656 -1.3881 0.283
N 0.9550 0.8470 -0.6119 -0.444
C 0.4542 1.2031 0.5613 0.242
N -0.8001 0.9081 1.1129 -0.155
N -1.2472 -0.2583 1.0547 -0.103
H 0.3304 0.0639 -2.4692 0.208
H 0.9953 1.9541 1.1180 0.205
```

Results
SMILES string	O=c1ncncnn1
relative energy (zero: lowest compared OMol25 entry of this formula, charge and spin)	94.1	kJ/mol
HOMO-LUMO gap	8.40	eV
total energy	-11148.2974	eV